Molecular formula: C45H69Ge2HgN3O3PSSeSi2
Method: DFT, ωB97M-V/def2-TZVPD

Values from the calculation:
- ⟨S²⟩ = 0.76
- HOMO-LUMO gap (spin up / spin down) (eV) = 3.802 / 4.493
- total charge = -2
- energy relative to the best compared isomer or geometry (same formula, charge and spin) (kcal/mol) = 0.0
- multiplicity = 2
- lowest unoccupied orbital energy (spin up / spin down) (eV) = 3.7432 / 3.7421
- HOMO energy (spin up / spin down) (hartree) = -0.0021 / -0.0276

Last column: Mulliken charge in e.
CARTESIAN COORDINATES (ANGSTROEM)
Hg1 -0.539 -1.097 0.490  3.614
C1 4.509 0.402 1.966  -1.212
C2 3.355 0.327 0.966  -0.397
Ge1 1.639 -0.387 1.737  -0.384
C3 2.342 -2.019 2.677  0.666
C4 2.658 -1.854 4.164  -1.661
C5 1.441 0.900 3.240  -0.809
C6 0.312 1.563 3.531  0.400
Ge2 -1.151 1.191 2.248  -1.338
C7 -1.353 2.772 1.042  0.340
C8 -2.241 3.973 1.368  -1.103
C9 -2.763 0.703 3.326  0.595
C10 -3.578 1.735 4.111  -1.457
C11 0.243 2.496 4.693  0.152
C12 1.107 2.389 5.791  -0.545
C13 1.039 3.274 6.854  -0.765
C14 0.097 4.298 6.861  -0.336
C15 -0.778 4.410 5.792  -1.000
C16 -0.707 3.517 4.731  0.450
H1 5.441 0.751 1.502  0.384
H2 4.721 -0.575 2.409  0.196
H3 4.290 1.086 2.790  0.227
H4 3.625 -0.321 0.127  0.037
H5 3.142 1.309 0.538  0.490
H6 3.240 -2.345 2.141  0.312
H7 1.605 -2.810 2.533  -0.752
H8 3.431 -1.098 4.334  0.379
H9 3.011 -2.788 4.618  0.352
H10 1.776 -1.534 4.721  0.315
H11 2.325 1.088 3.858  0.023
H12 -1.686 2.333 0.099  -0.794
H13 -0.320 3.092 0.862  0.685
H14 -3.247 3.669 1.664  0.152
H15 -2.352 4.626 0.493  0.258
H16 -1.833 4.591 2.172  0.407
H17 -2.387 -0.065 4.010  0.311
H18 -3.429 0.164 2.650  -0.314
H19 -3.024 2.140 4.960  0.384
H20 -4.493 1.281 4.508  0.387
H21 -3.885 2.582 3.491  0.196
H22 1.830 1.584 5.816  0.483
H23 1.720 3.157 7.690  0.368
H24 0.039 4.986 7.696  0.364
H25 -1.530 5.191 5.782  0.356
H26 -1.408 3.606 3.909  0.208
S1 -0.581 -3.218 -2.174  -0.508
C17 0.882 -3.933 -1.604  -0.040
C18 1.309 -5.208 -2.065  -0.992
C19 2.512 -5.733 -1.661  -0.266
C20 3.320 -5.010 -0.778  -1.017
C21 2.822 -3.793 -0.341  0.022
N1 1.662 -3.267 -0.721  0.470
H27 0.666 -5.745 -2.750  0.390
H28 2.829 -6.706 -2.025  0.338
H29 4.279 -5.378 -0.435  0.430
H30 3.394 -3.194 0.365  0.010
C22 -0.805 -2.566 3.959  -0.932
Si1 -1.104 -2.936 2.105  0.391
C23 -0.600 -4.752 1.900  -1.460
C24 -3.026 -2.946 1.942  0.621
C25 -3.763 -3.844 2.725  -0.433
C26 -5.146 -3.925 2.669  -0.749
C27 -5.833 -3.096 1.791  -0.846
C28 -5.122 -2.207 1.000  -0.469
C29 -3.725 -2.096 1.056  0.216
Si2 -2.896 -0.817 -0.137  0.633
C30 -3.436 -1.418 -1.849  -1.203
C31 -3.952 0.757 0.086  -0.257
H31 -1.681 -2.828 4.563  0.586
H32 -0.584 -1.508 4.129  -0.247
H33 0.049 -3.137 4.333  0.388
H34 -0.982 -5.383 2.712  0.380
H35 0.491 -4.841 1.881  0.277
H36 -0.977 -5.136 0.948  0.270
H37 -3.233 -4.508 3.406  0.218
H38 -5.683 -4.627 3.298  0.354
H39 -6.915 -3.145 1.722  0.357
H40 -5.679 -1.581 0.307  0.189
H41 -4.507 -1.225 -1.997  0.311
H42 -3.249 -2.488 -1.944  0.387
H43 -2.877 -0.919 -2.647  0.215
H44 -3.948 1.316 -0.854  -0.225
H45 -4.986 0.490 0.328  0.651
H46 -3.600 1.436 0.860  -0.466
C32 2.552 -2.001 -4.031  -1.104
N2 3.506 -0.968 -3.668  0.715
C33 3.259 0.073 -2.806  -0.816
Se1 1.715 0.528 -2.012  -0.089
N3 4.463 0.724 -2.671  0.225
C34 5.451 0.115 -3.414  0.196
C35 6.791 0.394 -3.607  -0.802
C36 7.503 -0.442 -4.466  -0.448
C37 6.886 -1.515 -5.102  -0.673
C38 5.537 -1.797 -4.903  -0.594
C39 4.832 -0.968 -4.049  0.740
H47 1.563 -1.715 -3.671  -0.011
H48 2.836 -2.947 -3.571  0.363
H49 2.529 -2.102 -5.118  0.408
H50 4.553 1.492 -2.030  0.302
H51 7.267 1.227 -3.107  0.400
H52 8.555 -0.253 -4.636  0.367
H53 7.467 -2.146 -5.764  0.377
H54 5.053 -2.633 -5.389  0.435
C40 0.291 0.424 -5.918  -1.074
C41 -0.007 1.648 -5.083  -0.101
O1 -1.078 1.313 -4.203  -0.358
P1 -1.301 1.920 -2.709  0.031
O2 -0.528 3.378 -2.915  -0.274
C42 -1.034 4.601 -2.403  -0.029
C43 -1.180 5.605 -3.528  -1.369
O3 -2.871 2.399 -2.856  -0.120
C44 -3.631 2.472 -4.056  -0.018
C45 -5.091 2.311 -3.696  -1.274
H55 1.126 0.618 -6.597  0.392
H56 -0.580 0.131 -6.508  0.381
H57 0.550 -0.410 -5.264  0.065
H58 -0.302 2.501 -5.703  0.250
H59 0.870 1.940 -4.504  0.208
H60 -0.331 4.963 -1.648  0.374
H61 -1.995 4.441 -1.909  0.128
H62 -0.223 5.764 -4.027  0.302
H63 -1.536 6.564 -3.143  0.414
H64 -1.893 5.243 -4.271  0.221
H65 -3.311 1.691 -4.747  0.258
H66 -3.451 3.438 -4.545  0.077
H67 -5.257 1.341 -3.227  0.190
H68 -5.711 2.377 -4.594  0.410
H69 -5.408 3.086 -2.995  0.303


Molecular formula: C45H72BCl3Ge2N4O2P3Ti
Method: DFT, ωB97M-V/def2-TZVPD

Values from the calculation:
- ⟨S²⟩ = 0.79
- HOMO-LUMO gap (spin up / spin down) (eV) = 6.662 / 5.172
- total charge = +2
- energy relative to the best compared isomer or geometry (same formula, charge and spin) (kcal/mol) = 56.8
- multiplicity = 2
- lowest unoccupied orbital energy (spin up / spin down) (eV) = -5.8849 / -7.4259
- HOMO energy (spin up / spin down) (hartree) = -0.4611 / -0.4630

Last column: Mulliken charge in e.
CARTESIAN COORDINATES (ANGSTROEM)
Ti1 -1.518 -0.001 -0.072  -2.356
C1 -2.569 4.880 -0.616  -1.508
C2 -2.673 3.629 -1.486  1.159
C3 -4.097 3.071 -1.422  -1.910
P1 -1.311 2.340 -1.244  1.142
C4 -0.033 3.191 -0.237  -2.374
N1 0.814 2.479 0.742  1.473
Ge1 0.664 0.668 1.273  0.243
N2 2.299 -0.390 0.750  0.718
C5 2.200 -1.168 -0.492  -1.371
P2 1.602 -0.103 -1.885  1.522
C6 3.129 0.765 -2.505  0.592
C7 4.463 0.057 -2.250  -1.859
C8 3.224 2.207 -1.996  -0.974
C9 1.295 -1.391 -3.164  2.082
C10 2.447 -2.324 -3.539  -1.854
C11 0.725 -0.701 -4.412  -1.133
C12 3.474 -0.230 1.357  1.063
C13 4.625 -1.056 1.094  -0.734
C14 5.822 -0.770 1.668  -0.847
C15 5.941 0.346 2.524  -1.112
C16 4.832 1.118 2.849  -0.704
C17 3.595 0.828 2.321  0.367
N3 2.381 1.524 2.709  1.367
C18 2.446 2.967 2.474  0.771
C19 3.231 3.855 3.198  -0.513
C20 3.248 5.203 2.892  -1.263
C21 2.465 5.657 1.845  -1.060
C22 1.671 4.773 1.127  -0.779
C23 1.636 3.404 1.434  0.854
C24 2.044 1.107 4.078  0.926
C25 2.762 1.470 5.212  -0.880
C26 2.401 1.001 6.459  -1.137
C27 1.317 0.141 6.561  -1.046
C28 0.609 -0.235 5.430  -1.047
C29 0.960 0.244 4.157  1.179
N4 0.262 -0.101 2.981  0.652
C30 -0.839 -1.031 3.262  -2.715
P3 -1.738 -1.758 1.843  0.958
C31 -3.390 -2.136 2.583  0.280
C32 -4.143 -0.954 3.197  -1.374
C33 -4.285 -2.880 1.585  -1.245
C34 -0.921 -3.417 1.683  1.179
C35 0.600 -3.271 1.807  -1.367
C36 -1.404 -4.462 2.687  -1.746
C37 -0.699 2.257 -2.992  1.198
C38 -0.195 3.586 -3.561  -1.777
C39 -1.795 1.662 -3.889  -2.058
H1 -3.382 5.551 -0.907  0.493
H2 -1.635 5.429 -0.761  0.331
H3 -2.690 4.666 0.445  0.249
H4 -2.498 3.933 -2.513  0.248
H5 -4.416 2.914 -0.393  0.415
H6 -4.216 2.134 -1.961  0.306
H7 -4.776 3.800 -1.871  0.560
H8 -0.593 3.949 0.304  0.929
H9 0.602 3.721 -0.944  0.222
H10 1.437 -1.939 -0.399  -0.279
H11 3.130 -1.648 -0.753  0.775
H12 2.954 0.806 -3.583  0.733
H13 4.755 0.148 -1.203  0.434
H14 5.242 0.548 -2.840  0.500
H15 4.470 -0.998 -2.523  0.248
H16 3.349 2.242 -0.912  0.116
H17 2.337 2.784 -2.254  -0.137
H18 4.087 2.704 -2.447  0.581
H19 0.496 -1.989 -2.719  -1.561
H20 3.213 -1.805 -4.119  0.374
H21 2.053 -3.124 -4.174  0.513
H22 2.925 -2.806 -2.682  0.334
H23 1.356 0.129 -4.747  0.340
H24 -0.282 -0.324 -4.235  -0.049
H25 0.683 -1.415 -5.239  0.528
H26 4.546 -1.923 0.457  0.606
H27 6.682 -1.398 1.464  0.474
H28 6.901 0.593 2.963  0.474
H29 4.962 1.944 3.531  0.265
H30 3.842 3.535 4.026  0.110
H31 3.868 5.879 3.466  0.470
H32 2.456 6.709 1.584  0.467
H33 1.070 5.176 0.329  0.408
H34 3.628 2.112 5.158  0.162
H35 2.963 1.305 7.334  0.462
H36 1.018 -0.246 7.528  0.443
H37 -0.233 -0.897 5.552  0.419
H38 -1.577 -0.559 3.906  1.259
H39 -0.452 -1.888 3.818  0.816
H40 -3.128 -2.823 3.387  0.740
H41 -4.518 -0.268 2.439  0.184
H42 -3.562 -0.388 3.924  0.312
H43 -5.010 -1.350 3.731  0.514
H44 -4.543 -2.250 0.737  0.120
H45 -5.211 -3.173 2.085  0.663
H46 -3.812 -3.783 1.192  0.038
H47 -1.173 -3.747 0.678  -0.241
H48 0.910 -3.291 2.854  0.419
H49 0.972 -2.343 1.391  -0.159
H50 1.098 -4.104 1.304  0.516
H51 -1.292 -4.122 3.721  0.307
H52 -0.782 -5.355 2.575  0.459
H53 -2.439 -4.765 2.531  0.408
H54 0.129 1.558 -2.970  -1.245
H55 -1.008 4.271 -3.808  0.387
H56 0.336 3.379 -4.495  0.414
H57 0.501 4.113 -2.906  0.307
H58 -2.643 2.345 -3.991  0.334
H59 -2.164 0.706 -3.526  0.464
H60 -1.393 1.503 -4.893  0.528
Cl1 -2.115 1.860 4.848  -0.321
Ge2 -1.944 2.169 2.700  1.348
Cl2 -3.684 0.255 0.020  -0.572
Cl3 -1.459 4.287 2.844  -0.308
C40 -3.272 -2.410 -4.509  -2.009
C41 -2.298 -2.824 -3.427  1.549
C42 -1.207 -3.689 -4.030  -1.892
O1 -1.666 -1.583 -2.938  0.050
B1 -1.767 -1.533 -1.585  1.360
O2 -2.423 -2.610 -1.047  0.002
C43 -2.959 -3.444 -2.131  1.380
C44 -4.469 -3.307 -2.088  -1.962
C45 -2.560 -4.877 -1.842  -1.979
H61 -2.719 -1.916 -5.310  0.507
H62 -4.028 -1.718 -4.138  0.360
H63 -3.771 -3.283 -4.935  0.393
H64 -0.719 -3.139 -4.835  0.420
H65 -1.634 -4.598 -4.457  0.559
H66 -0.450 -3.978 -3.299  0.209
H67 -4.777 -2.259 -2.107  0.277
H68 -4.855 -3.761 -1.175  0.486
H69 -4.927 -3.819 -2.936  0.456
H70 -1.484 -4.987 -1.703  0.357
H71 -2.873 -5.537 -2.655  0.418
H72 -3.060 -5.215 -0.931  0.427


- ⟨S²⟩ of number 1 (C45H69Ge2HgN3O3PSSeSi2)?
  0.76


- What is the multiplicity in the first record?
  2


- What is the multiplicity in the second record?
  2